1.
This record from the Open Molecules 2025 dataset describes 2 unconnected molecules or ions with the total composition C4H8NOS. The level of theory is wB97M-V/def2-TZVPD.

Properties
HOMO energy   -13.4 eV
Gap between HOMO and LUMO   8.64 eV
ΔE to the lowest compared entry with this formula, charge and spin   70.5 kcal/mol

```
! wB97M-V def2-TZVPD RIJCOSX def2/J DEFGRID3
* xyz 1 1
C 1.10526 -0.36572 2.10764
C 0.70213 -0.96876 1.04988
C 0.61497 0.72751 -1.36386
C -0.40229 0.34567 -0.39896
N -1.28719 -0.65344 -1.03735
O 0.67557 0.10540 -2.40592
S -1.25781 1.49818 0.65069
H 1.66149 -0.90458 2.86793
H 0.89905 0.66949 2.32767
H 0.78839 -1.90228 0.54421
H 1.29931 1.53652 -1.09818
H -0.75878 -0.79191 -1.96761
H -1.35744 -1.53832 -0.52308
H -2.23508 -0.29089 -1.19958
H -0.44760 2.53313 0.44650
*
```


2.
This record from the Open Molecules 2025 dataset describes a gas-phase ion, C7H13N2 (charge +1). The level of theory is wB97M-V/def2-TZVPD.

Properties
SMILES   C=C(C#N)C[N+](C)(C)C
HOMO energy   -14.3 eV
Gap between HOMO and LUMO   10.57 eV
ΔE to the lowest compared entry with this formula, charge and spin   92.4 kcal/mol

```
! wB97M-V def2-TZVPD RIJCOSX def2/J DEFGRID3
* xyz 1 1
C -1.88135 2.24107 -0.56281
C -1.57708 0.97150 -0.20092
C -2.43654 -0.05572 0.17573
N -3.11938 -0.94909 0.32026
C 0.10293 0.89546 -0.05938
N 0.72764 -0.46998 0.05957
C 0.01695 -1.31735 -0.91158
C 2.16096 -0.38447 -0.16205
C 0.48077 -0.80151 1.56062
H -1.02551 2.82390 -0.94339
H -2.95314 2.47859 -0.81803
H 0.67302 1.26068 -0.92192
H 0.38122 1.52592 0.88420
H -1.06195 -1.54893 -0.69951
H -0.08107 -0.68109 -1.78098
H 0.56050 -2.18258 -1.03523
H 2.57776 0.61918 0.08922
H 2.50529 -1.22463 0.36554
H 2.55417 -0.62741 -1.18308
H 1.21236 -0.22353 2.07276
H -0.53131 -0.53232 1.80906
H 0.71376 -1.81769 1.94194
*
```


3.
This record from the Open Molecules 2025 dataset describes 4 unconnected molecules or ions with the total composition C3H16NO4. The level of theory is wB97M-V/def2-TZVPD.

Properties
HOMO energy (alpha / beta)   -2.5 / -10.5 eV
⟨S²⟩   0.7507
Gap between HOMO and LUMO (alpha / beta)   3.07 / 10.89 eV
ΔE to the lowest compared entry with this formula, charge and spin   54.2 kcal/mol

```
! wB97M-V def2-TZVPD RIJCOSX def2/J DEFGRID3
* xyz 0 2
C -0.57161 1.37421 1.14084
O -1.23387 1.62296 -0.07259
C -0.04639 -0.05872 1.14175
C -1.02884 -1.13663 1.59298
N 0.45194 -0.47986 -0.26107
H 0.28645 2.05868 1.16041
H -1.38801 1.51875 1.87713
H -2.15865 1.29916 -0.22709
H 0.82845 -0.35664 1.73277
H -1.11469 -1.26388 2.69638
H -0.66214 -2.09079 1.24753
H -2.06814 -1.14494 1.20448
H -0.13879 -0.02091 -1.00424
H 1.44242 -0.19524 -0.37732
H 0.49452 -1.50501 -0.45150
H -3.73512 -0.45327 -0.72678
H -4.04800 0.96858 -1.27446
O -3.34488 0.34258 -1.11565
H 2.10627 0.91636 -3.48091
H 2.45004 2.40441 -2.69746
O 1.98563 1.57042 -2.79593
H 3.86899 -1.38615 0.90954
H 4.12808 -2.30352 -0.29335
O 3.49634 -1.68054 0.07453
*
```


4.
This record from the Open Molecules 2025 dataset describes 5 unconnected molecules or ions with the total composition C11H12Cl12FNO3. The level of theory is wB97M-V/def2-TZVPD.

Properties
SMILES   C[C@H](F)C1=C(CN)C(=O)OC1=O.ClC(Cl)Cl.ClC(Cl)Cl.ClC(Cl)Cl.ClC(Cl)Cl
HOMO energy   -10.2 eV
Gap between HOMO and LUMO   8.63 eV
ΔE to the lowest compared entry with this formula, charge and spin   139.6 kcal/mol

```
! wB97M-V def2-TZVPD RIJCOSX def2/J DEFGRID3
* xyz 0 1
C -2.86083 0.96281 0.27485
C -1.72734 0.45865 1.35526
F -1.03058 1.62833 1.96657
C -0.63224 -0.60002 0.75697
C 0.18412 -0.62913 -0.48555
C 0.20072 0.52849 -1.64578
N 1.40897 1.43428 -1.28254
C 1.01552 -2.05977 -0.44092
O 1.48137 -2.82962 -1.44905
O 1.19742 -2.31198 1.01138
C -0.12085 -1.92860 1.58942
O -0.67077 -2.55484 2.63175
H -3.35771 0.12080 -0.36758
H -3.73824 1.46336 0.90944
H -2.40734 1.85243 -0.36568
H -2.32994 -0.09142 2.22602
H 0.36933 0.02180 -2.69498
H -0.79301 1.13512 -1.64390
H 1.06518 2.43404 -1.31385
H 2.18292 1.29100 -1.99196
Cl 2.27245 -2.11160 4.83354
C 1.63465 -3.61510 5.52055
Cl 2.73451 -4.96487 5.19204
Cl 1.36888 -3.43917 7.26349
H 0.67398 -3.83033 5.04574
Cl 0.25568 4.50355 -2.12362
C 0.53515 5.59127 -0.75321
Cl -0.54937 5.19134 0.58968
Cl 2.22661 5.51279 -0.23143
H 0.32138 6.61348 -1.07576
Cl 6.20541 -3.13952 -1.71398
C 4.65570 -3.94678 -1.42067
Cl 4.32388 -5.13668 -2.69090
Cl 4.64893 -4.72020 0.17344
H 3.86518 -3.19224 -1.44067
Cl -5.22416 1.09273 -4.64638
C -4.94468 2.18045 -3.27596
Cl -6.02920 1.78052 -1.93307
Cl -3.25323 2.10197 -2.75418
H -5.15846 3.20266 -3.59851
*
```


5.
This record from the Open Molecules 2025 dataset describes 14 unconnected molecules or ions with the total composition H28NO16S. The level of theory is wB97M-V/def2-TZVPD.

Properties
HOMO energy   -6.7 eV
Gap between HOMO and LUMO   8.23 eV
ΔE to the lowest compared entry with this formula, charge and spin   52.8 kcal/mol

```
! wB97M-V def2-TZVPD RIJCOSX def2/J DEFGRID3
* xyz -1 1
N 8.45100 13.63600 27.95900
H 9.03700 13.74600 28.85400
H 9.06000 13.94300 27.13100
H 7.71700 14.12400 28.08400
H 8.42800 12.67400 27.70700
S 5.32500 14.65000 25.71500
O 4.49700 14.49200 24.56800
O 5.85700 13.34000 26.15300
O 6.45900 15.48200 25.44800
O 4.65200 15.17700 26.80200
O 1.95200 14.56600 24.93100
H 1.47700 14.44600 23.99900
H 2.83200 14.47800 24.77400
O 4.66200 12.20500 23.10400
H 4.71300 12.94800 23.74500
H 3.71000 11.69800 23.24700
O 5.22800 17.62500 27.39700
H 6.23200 17.60100 27.44700
H 4.98800 16.65700 27.33000
O 7.01000 11.25200 25.77100
H 6.33500 10.83900 25.22400
H 6.49600 12.13800 25.82900
O 7.92300 16.57100 27.25800
H 7.27000 16.16900 26.58800
H 8.54500 17.28500 26.88400
O 5.90600 18.71700 24.89800
H 6.21000 18.09000 24.30400
H 5.66900 18.27600 25.57100
O 6.84800 16.78700 23.27400
H 6.18300 16.64200 22.68900
H 6.86300 16.02100 24.02400
O 8.43900 14.10900 24.47500
H 7.69400 14.72000 24.85900
H 8.02400 13.33200 24.25900
O 2.47800 16.73200 26.58900
H 3.36300 16.22500 26.83000
H 2.00300 15.77300 26.58900
O 5.48700 12.26400 28.32600
H 5.42800 12.81200 27.49500
H 5.19800 12.92400 29.02700
O 4.66000 15.44000 22.16300
H 4.50000 14.97800 22.89300
H 3.80900 15.37800 21.79800
O 4.46200 14.56700 29.26300
H 4.60300 14.64900 28.39000
H 5.08700 15.02400 29.74900
*
```


6.
This record from the Open Molecules 2025 dataset describes a gas-phase ion, C17H20N3O6 (charge -1). The level of theory is wB97M-V/def2-TZVPD.

Properties
SMILES   CCOC(=O)N(/N=C(/[O-])OCC)[C@](C#N)(C(=O)OCC)c1ccccc1
HOMO energy   -3.6 eV
Gap between HOMO and LUMO   6.50 eV
ΔE to the lowest compared entry with this formula, charge and spin   0.0 kcal/mol

```
! wB97M-V def2-TZVPD RIJCOSX def2/J DEFGRID3
* xyz -1 1
C -4.30775 0.83162 3.55299
C -3.41578 -0.35533 3.23501
O -2.09408 -0.25901 3.90388
C -1.23094 -1.13063 3.34364
O -1.55191 -1.92755 2.49820
N 0.17915 -1.08616 3.90463
N 0.96302 -0.71163 2.92871
C 1.76692 0.43097 3.08570
O 2.75036 0.53083 2.31891
O 1.38299 1.41887 3.89541
C 2.27687 2.59020 3.81073
C 1.71687 3.66374 4.70543
C 0.82350 -2.19986 4.78020
C -0.15996 -2.93358 5.61968
N -1.12550 -3.35084 6.10158
C 1.56598 -1.27104 5.73098
O 2.60081 -0.66516 5.47050
O 0.83967 -1.00195 6.81042
C 0.94967 0.39744 7.28865
C 0.04039 0.37082 8.47677
C 1.72093 -3.06923 3.87428
C 2.81524 -2.46612 3.25000
C 3.52435 -3.12095 2.23573
C 3.20607 -4.44728 1.92078
C 2.17348 -5.08536 2.61532
C 1.36972 -4.37377 3.53538
H -5.22077 0.61683 2.97022
H -4.59160 0.91850 4.62101
H -3.89244 1.79328 3.19426
H -3.89607 -1.29271 3.55890
H -3.21810 -0.36681 2.15154
H 3.28656 2.27882 4.10731
H 2.28309 2.89027 2.75414
H 2.34781 4.54724 4.62463
H 0.69974 3.92862 4.39191
H 1.71330 3.33985 5.75009
H 0.60480 1.02862 6.47144
H 1.99183 0.61314 7.50817
H -0.12550 1.35069 8.92757
H -0.91629 -0.04901 8.14839
H 0.46457 -0.28136 9.25155
H 3.17633 -1.49592 3.56591
H 4.29198 -2.57493 1.68029
H 3.77300 -4.97217 1.13480
H 1.97447 -6.14146 2.40374
H 0.52654 -4.86212 4.03729
*
```


7.
This record from the Open Molecules 2025 dataset describes a single C4H3N3O3 molecule. The level of theory is wB97M-V/def2-TZVPD.

Properties
SMILES   O=CC1([N+](=O)[O-])N=CC=N1
HOMO energy   -10.5 eV
Gap between HOMO and LUMO   9.24 eV
ΔE to the lowest compared entry with this formula, charge and spin   136.1 kcal/mol

```
! wB97M-V def2-TZVPD RIJCOSX def2/J DEFGRID3
* xyz 0 1
O 1.98959 1.61017 -0.64965
C 0.91502 1.29310 -0.95451
C 0.21577 0.10133 -0.27438
N 0.29432 -1.03351 -1.37971
O -0.37347 -2.00816 -1.11946
O 0.86842 -0.79771 -2.36724
N -1.09880 0.44884 0.01668
C -1.32017 0.13538 1.24962
C -0.15850 -0.57104 1.72706
N 0.79104 -0.45542 0.93011
H 0.20763 1.99457 -1.67358
H -2.23488 0.26215 1.80196
H -0.09596 -0.97970 2.69310
*
```


8.
This record from the Open Molecules 2025 dataset describes 2 unconnected molecules or ions with the total composition C2H3BrClO3S. The level of theory is wB97M-V/def2-TZVPD.

Properties
HOMO energy   -5.7 eV
Gap between HOMO and LUMO   9.09 eV
ΔE to the lowest compared entry with this formula, charge and spin   12.0 kcal/mol

```
! wB97M-V def2-TZVPD RIJCOSX def2/J DEFGRID3
* xyz -1 1
C 0.71944 -0.78725 -0.08299
C 0.06622 -0.38415 -1.13916
O -2.29912 0.37627 -1.71202
O -1.32115 1.20304 0.32531
O -0.62086 2.14360 -1.79277
S -1.15971 0.97492 -1.12463
Cl 0.49110 -0.69001 -2.75077
Br -3.00811 -1.09454 0.78577
H 1.61268 -1.47740 -0.10664
H -2.35343 0.29187 0.69721
H 0.06313 -0.39711 0.80178
*
```


9.
This record from the Open Molecules 2025 dataset describes 3 unconnected molecules or ions with the total composition C6H12O2. The level of theory is wB97M-V/def2-TZVPD.

Properties
HOMO energy (alpha / beta)   -7.1 / -7.1 eV
Gap between HOMO and LUMO (alpha / beta)   7.32 / 7.32 eV
ΔE to the lowest compared entry with this formula, charge and spin   161.8 kcal/mol

```
! wB97M-V def2-TZVPD RIJCOSX def2/J DEFGRID3
* xyz 0 1
C -1.79111 -0.44838 0.33978
C -0.82217 -1.44820 0.00830
O -2.34419 -0.32964 1.56163
O -2.53040 0.08806 -0.62124
C -0.29383 1.36228 0.61929
C -0.64041 2.50311 0.85583
H -1.67349 -0.46833 2.24323
H -2.91031 0.92028 -0.29653
H 0.26218 -0.99337 0.12269
H -0.88973 -1.74126 -1.03665
H -0.85225 -2.30540 0.67907
H -0.93493 3.50426 1.06449
C 1.88478 -0.29610 0.03552
C 2.05958 -0.04580 -1.44896
H 1.72709 0.96069 -1.71883
H 2.43616 0.41250 0.65648
H 2.15899 -1.30921 0.33824
H 0.57717 0.52698 0.42070
H 3.10254 -0.14122 -1.77521
H 1.47431 -0.75125 -2.04783
*
```


10.
This record from the Open Molecules 2025 dataset describes a molecular structure, C13H12F5NOS3W. The level of theory is wB97M-V/def2-TZVPD.

Properties
HOMO energy (alpha / beta)   -15.6 / -15.9 eV
⟨S²⟩   2.0165
Gap between HOMO and LUMO (alpha / beta)   6.85 / 7.23 eV
ΔE to the lowest compared entry with this formula, charge and spin   2.2 kcal/mol

```
! wB97M-V def2-TZVPD RIJCOSX def2/J DEFGRID3
* xyz 2 3
W 1.03561 0.08139 0.08902
C -0.90262 2.15783 2.10333
C -0.62772 1.00304 3.04475
S 0.94528 0.19330 2.62027
C 0.62565 -1.55569 2.97467
C -0.57961 -2.13851 2.25396
S -0.75051 -1.61567 0.50255
C -2.31634 -0.63415 0.52030
C -2.22610 0.75558 -0.08971
S -0.76876 1.77379 0.32975
H -1.89718 2.57201 2.27076
H -0.18638 2.96789 2.24437
H -0.52624 1.37972 4.06298
H -1.42048 0.26144 3.03373
H 1.55245 -2.04990 2.68538
H 0.51399 -1.66576 4.05341
H -0.49620 -3.22446 2.22743
H -1.51820 -1.90132 2.74938
H -3.02992 -1.22472 -0.05310
H -2.65954 -0.60754 1.55091
H -2.18431 0.71178 -1.17644
H -3.10747 1.33850 0.18118
O 5.19762 -0.07675 0.36158
C 4.06840 -0.25782 0.34719
N 2.85195 -0.45290 0.33245
F 2.17107 1.61565 -1.53161
C 1.46351 0.90912 -2.47521
C 0.51253 0.04960 -1.93577
C -0.24507 -0.67308 -2.85144
F -1.21978 -1.48315 -2.42475
C -0.03271 -0.56620 -4.20883
F -0.75242 -1.26228 -5.06323
C 0.95842 0.29537 -4.68373
F 1.16421 0.39130 -5.97090
C 1.73074 1.05743 -3.80997
F 2.65613 1.87513 -4.26467
*
```


11.
This record from the Open Molecules 2025 dataset describes a single C5H11N molecule. The level of theory is wB97M-V/def2-TZVPD.

Properties
SMILES   C=CC[C@H](C)N
HOMO energy   -8.9 eV
Gap between HOMO and LUMO   10.04 eV
ΔE to the lowest compared entry with this formula, charge and spin   30.0 kcal/mol

```
! wB97M-V def2-TZVPD RIJCOSX def2/J DEFGRID3
* xyz 0 1
C 1.31960 -2.16181 0.26187
C 1.54493 -0.84440 0.36945
C 0.73454 0.17693 -0.42084
C -0.49346 0.78325 0.27975
C -1.77315 0.01402 -0.20409
N -0.62790 2.19486 0.09988
H 2.06699 -2.76600 0.75876
H 0.41439 -2.61148 -0.11960
H 2.42433 -0.55121 0.93179
H 0.31080 -0.42738 -1.23828
H 1.29298 0.95529 -0.91637
H -0.55477 0.55936 1.35076
H -2.76099 0.35693 0.09150
H -1.62088 -1.03368 0.06567
H -1.81460 0.06752 -1.29953
H -0.33258 2.55953 -0.79591
H -0.13023 2.72829 0.78521
*
```


12.
This record from the Open Molecules 2025 dataset describes a molecular structure, C35H39BaBrN5O8Sb. The level of theory is wB97M-V/def2-TZVPD.

Properties
HOMO energy   -7.6 eV
Gap between HOMO and LUMO   7.09 eV
ΔE to the lowest compared entry with this formula, charge and spin   43.1 kcal/mol

```
! wB97M-V def2-TZVPD RIJCOSX def2/J DEFGRID3
* xyz 0 1
Ba 0.28133 1.65204 -0.14140
O -2.92623 3.65133 -1.28929
C -1.96520 3.67266 -0.49064
O -0.75724 3.84704 -0.75326
C -2.30744 3.32790 0.97048
C -3.46077 3.80267 1.58946
C -3.71695 3.41533 2.89189
C -2.85040 2.53615 3.53513
C -1.74656 2.08171 2.83359
N -1.49073 2.49275 1.59440
C -0.69870 1.16777 3.38683
O -1.05358 0.39538 4.42865
O 0.42171 1.13137 2.96154
H -2.22256 3.21653 -2.81841
H -4.12700 4.45933 1.04755
H -4.58956 3.78899 3.41180
H -3.03935 2.24394 4.56019
H -2.00973 0.39853 4.56510
O 5.06611 -2.32041 -1.20719
C 3.96481 -2.48655 -1.95540
C 3.98669 -3.46467 -2.95156
C 2.88404 -3.66720 -3.76083
C 1.73445 -2.89877 -3.59683
C 1.70047 -1.94554 -2.59479
C 2.79422 -1.73576 -1.75367
C 2.67778 -0.69617 -0.69498
O 1.51024 -0.34356 -0.29818
N 3.82105 -0.24736 -0.21400
N 3.80883 0.69588 0.73304
C 3.20878 1.79178 0.48939
C 3.11886 2.87658 1.45430
C 4.13663 3.16067 2.35878
C 3.94211 4.18361 3.26753
C 2.74348 4.88475 3.24922
C 1.78519 4.52545 2.31691
N 1.95956 3.54340 1.43753
H 4.87840 -1.56149 -0.58643
H 4.89025 -4.04801 -3.07287
H 2.92276 -4.42541 -4.53357
H 0.87813 -3.04330 -4.24329
H 0.82144 -1.33003 -2.44542
H 2.68423 1.97681 -0.45756
H 5.04510 2.57548 2.33225
H 4.71453 4.43590 3.98281
H 2.55350 5.69317 3.94157
H 0.83269 5.04302 2.26824
Br 4.39117 1.61339 -2.97623
C 2.82768 2.03743 -3.94720
C 2.96637 2.44514 -5.26979
C 1.82258 2.76775 -5.97249
C 0.59756 2.68248 -5.32731
C 0.58043 2.23964 -4.02069
N 1.67541 1.90983 -3.32439
C -0.70137 2.15729 -3.25185
O -1.58985 3.05613 -3.58805
O -0.85898 1.34326 -2.34989
H 3.94956 2.50691 -5.71192
H 1.88417 3.09456 -7.00168
H -0.32751 2.95622 -5.81400
C -3.27330 -4.07850 2.44846
C -2.44142 -2.85138 2.80803
C -1.40917 -3.18801 3.88126
Sb -1.42609 -1.75514 1.21222
C -0.35762 -3.28115 0.09755
C 1.01567 -3.48930 0.73458
C -1.03943 -4.62236 -0.15066
C -3.06236 -1.24235 -0.15230
C -3.99640 -0.27310 0.57108
C -3.85343 -2.34327 -0.84970
H -3.83308 -4.42261 3.32549
H -2.63822 -4.90104 2.12665
H -3.98861 -3.88190 1.65596
H -3.11950 -2.09425 3.21733
H -0.72920 -3.96842 3.52873
H -1.90153 -3.56842 4.78221
H -0.80314 -2.32058 4.16208
H -0.20503 -2.78030 -0.86103
H 0.92869 -4.02750 1.68313
H 1.52020 -2.54350 0.92603
H 1.65086 -4.08575 0.07177
H -1.02911 -5.23238 0.75380
H -0.48943 -5.17663 -0.91835
H -2.07382 -4.52959 -0.47757
H -2.53083 -0.67927 -0.92901
H -4.51441 -0.77140 1.39689
H -4.76049 0.11165 -0.11086
H -3.45890 0.58703 0.98393
H -4.43269 -2.93300 -0.14219
H -3.20884 -3.01986 -1.40954
H -4.56195 -1.90150 -1.55906
*
```